[1]
Computed, not measured: one molecule with the formula C4H11NS2 in a non-equilibrium geometry, with wB97M-V/def2-TZVPD.

Last column: Löwdin charge in e.
Atoms and positions in Å:
C 1.485 -0.324 2.298  -0.15
N 0.499 -0.315 1.159  -0.12
C 0.665 0.891 0.184  -0.23
C -0.076 0.729 -1.107  -0.27
C -1.676 0.690 -1.071  -0.57
S -2.435 -0.882 -1.079  0.38
S -1.262 -2.398 -1.461  0.31
H 1.108 -0.839 3.312  0.11
H 1.857 0.625 2.543  0.03
H 2.366 -0.991 2.061  0.07
H 0.510 -1.221 0.758  0.04
H 1.844 0.993 0.100  0.13
H 0.331 1.820 0.791  0.13
H 0.143 1.599 -1.851  0.14
H 0.091 -0.188 -1.548  0.00
H -2.137 1.301 -0.168  0.12
H -1.982 0.920 -2.100  0.04
H -1.333 -2.412 -2.822  -0.17

## Properties
HOMO-LUMO gap	0.332	Eh
SMILES	CNCCCSS
spin multiplicity	1
lowest unoccupied orbital energy	0.62	eV

[2]
Computed, not measured: an isolated ion of composition C6H12N3S and charge +1 in a non-equilibrium geometry, with wB97M-V/def2-TZVPD.

Last column: Löwdin charge in e.
Atoms and positions in Å:
C 2.442 -0.139 -0.059  -0.55
C 3.866 -0.325 -0.285  -0.07
C -1.817 -1.560 0.113  0.01
C -1.673 0.617 -1.286  -0.06
C -1.873 0.873 1.279  -0.01
C -1.362 -0.031 0.060  -0.58
N 2.003 0.835 0.832  0.04
N 0.802 0.973 0.978  0.11
N 0.113 0.032 0.120  -0.35
S 1.145 -0.783 -0.888  1.28
H 4.300 -1.366 -0.557  0.14
H 4.099 0.550 -0.934  0.12
H 4.410 0.048 0.636  0.12
H -1.647 -1.692 1.154  0.08
H -2.803 -1.550 -0.241  0.08
H -1.227 -2.107 -0.565  0.04
H -0.820 1.362 -1.491  0.11
H -1.704 -0.148 -2.120  0.10
H -2.606 1.219 -1.328  0.10
H -1.494 1.910 0.997  0.10
H -2.916 0.578 1.394  0.10
H -1.238 0.704 2.191  0.09

## Properties
HOMO-LUMO gap	0.333	Eh
spin multiplicity	1
lowest unoccupied orbital energy	-5.69	eV
total charge	+1

[3]
Computed, not measured: a 11-piece molecular cluster, CH23NO12 overall in a non-equilibrium geometry, with wB97M-V/def2-TZVPD.

Last column: Löwdin charge in e.
Atoms and positions in Å:
N -1.925 0.631 -1.949  0.17
C -1.590 1.665 -1.142  -0.69
O -2.303 1.958 -0.199  0.04
O -0.419 2.247 -1.287  0.10
H -1.496 0.438 -2.837  0.11
H -2.851 0.281 -1.788  0.11
H 0.321 1.987 -1.902  0.05
O -0.406 -2.394 -2.756  -0.06
H -0.008 -1.689 -2.226  -0.03
H -0.928 -2.666 -1.983  0.04
O 0.834 -3.190 1.741  -0.06
H 1.403 -2.470 2.034  0.03
H -0.046 -2.812 1.862  0.01
O 2.428 -2.413 -0.999  -0.04
H 1.970 -3.082 -0.485  0.03
H 1.879 -1.814 -1.496  -0.01
O 2.433 2.223 -0.129  -0.05
H 1.628 1.817 0.194  0.00
H 2.168 2.963 -0.680  0.05
O -3.278 -0.169 1.654  -0.05
H -3.641 -0.261 0.776  0.02
H -2.756 0.639 1.721  0.01
O -0.505 -0.658 -0.273  -0.06
H -1.354 -0.793 0.170  0.04
H 0.082 -1.277 0.190  0.03
O 1.961 0.367 1.697  -0.05
H 2.843 0.759 1.697  0.06
H 1.863 0.133 2.628  0.05
O -0.606 1.742 1.917  -0.05
H -1.023 2.537 1.559  0.06
H -0.074 1.502 1.146  0.01
O 1.641 1.474 -2.606  -0.01
H 2.542 1.741 -2.431  0.07
H 1.567 0.527 -2.469  0.07
O -0.488 -0.860 2.796  -0.06
H -0.667 0.040 2.476  -0.01
H -1.198 -1.121 3.383  0.06

## Properties
HOMO-LUMO gap	0.381	Eh
SMILES	NC(=O)O.O.O.O.O.O.O.O.O.O.O
spin multiplicity	1
lowest unoccupied orbital energy	-0.10	eV

[4]
Computed, not measured: C10H40AsF6N20O10 as an isolated structure in a non-equilibrium geometry, with wB97M-V/def2-TZVPD.

Last column: Löwdin spin population.
Atoms and positions in Å:
As 0.166 -0.419 -0.324  0.00
F 1.793 -0.653 -0.937  0.00
F 0.013 -2.269 -0.211  0.00
F -1.548 -0.444 0.326  0.00
F 0.211 1.416 -0.591  0.00
F -0.385 -0.563 -1.963  0.00
F 0.739 -0.362 1.410  0.00
C 0.101 5.871 -0.804  0.00
O 0.012 6.156 -1.971  0.00
N -0.301 4.735 -0.324  0.00
N 0.663 6.609 0.079  0.00
H -0.427 4.652 0.675  0.00
H -0.677 4.007 -0.915  0.00
H 0.428 6.217 0.979  0.00
H 0.839 7.595 -0.055  0.00
C -2.870 -4.507 -0.668  0.00
O -3.960 -4.940 -0.511  0.00
N -2.058 -4.077 0.211  0.00
N -2.297 -4.461 -1.774  0.00
H -1.273 -3.478 -0.005  0.00
H -2.365 -4.423 1.109  0.00
H -1.301 -4.290 -1.772  0.00
H -2.616 -4.850 -2.650  0.00
C 1.858 1.523 -3.688  0.00
O 0.727 1.272 -3.981  0.00
N 2.502 2.571 -4.189  0.00
N 2.657 0.881 -2.879  0.00
H 1.966 3.095 -4.865  0.00
H 3.470 2.826 -4.053  0.00
H 3.499 1.340 -2.560  0.00
H 2.206 0.206 -2.279  0.00
C 0.123 1.447 5.126  0.00
O -0.235 2.552 5.591  0.00
N 1.027 1.211 4.221  0.00
N -0.117 0.348 5.803  0.00
H 1.202 0.290 3.847  0.00
H 1.130 2.082 3.719  0.00
H 0.254 -0.533 5.478  0.00
H -0.688 0.651 6.579  0.00
C 1.510 -5.080 -2.693  0.00
O 0.665 -5.316 -3.586  0.00
N 1.665 -3.928 -2.091  0.00
N 2.158 -5.991 -2.200  0.00
H 1.201 -3.097 -2.429  0.00
H 2.191 -3.821 -1.235  0.00
H 2.894 -5.636 -1.608  0.00
H 1.928 -6.943 -2.444  0.00
C -3.864 1.555 -0.685  0.08
O -3.838 1.665 0.533  0.72
N -4.913 1.966 -1.247  0.02
N -2.860 1.233 -1.408  0.08
H -5.687 2.229 -0.654  0.00
H -5.082 1.947 -2.243  0.01
H -2.820 1.407 -2.402  0.00
H -2.082 0.845 -0.895  0.00
C -2.150 -1.196 3.702  0.00
O -2.370 -1.263 4.899  0.02
N -3.067 -0.769 2.877  0.04
N -0.975 -1.450 3.134  0.00
H -3.809 -0.187 3.239  0.00
H -2.920 -0.781 1.878  0.00
H -0.681 -1.041 2.259  0.00
H -0.248 -1.535 3.830  0.00
C 1.596 3.917 2.369  0.00
O 0.454 4.448 2.564  0.00
N 2.746 4.349 2.842  0.00
N 1.804 2.887 1.680  0.00
H 2.801 5.157 3.446  0.00
H 3.572 3.769 2.882  0.00
H 1.010 2.429 1.255  0.00
H 2.756 2.729 1.381  0.00
C -4.096 -1.312 -3.552  0.00
O -5.164 -0.895 -3.078  0.00
N -3.957 -1.950 -4.615  0.00
N -2.988 -1.365 -2.934  0.02
H -3.058 -2.187 -5.008  0.00
H -4.773 -2.225 -5.142  0.00
H -2.121 -1.436 -3.447  0.00
H -3.000 -1.099 -1.959  0.00
C 5.230 -1.908 1.186  0.00
O 5.096 -3.042 0.847  0.00
N 4.387 -0.976 0.834  0.00
N 6.026 -1.463 2.160  0.00
H 4.266 -0.087 1.297  0.00
H 3.594 -1.155 0.235  0.00
H 6.086 -0.469 2.330  0.00
H 6.423 -2.210 2.711  0.00

## Properties
HOMO-LUMO gap (alpha / beta)	0.274 / 0.106	Eh
spin multiplicity	2
lowest unoccupied orbital energy (alpha / beta)	-1.69 / -6.25	eV

Look up the spin multiplicity of the third one. 1